Entry 1:
Entry from the Open Molecules 2025 dataset: C4H8N2O in the gas phase (the ωB97M-V functional and the def2-TZVPD basis).

Atoms and positions in Å:
C -2.4021 -0.1134 0.0222
N -1.1657 0.1331 -0.6722
C 0.0251 -0.0686 -0.0624
N 0.2804 -0.3255 1.1683
C 1.2227 0.0371 -0.9978
O 1.0808 -0.0552 -2.2008
C 2.4922 0.2359 -0.2365
H -3.2203 -0.1568 -0.6967
H -2.6154 0.6806 0.7497
H -2.3581 -1.0708 0.5597
H -1.1269 0.1972 -1.6784
H -0.5404 -0.3741 1.7631
H 2.3522 -0.3367 0.6808
H 3.3786 -0.0246 -0.8128
H 2.5426 1.2788 0.0990

## Properties
LUMO energy: 0.72 eV
E: -9305.2125 eV
Structure (SMILES): [H]/N=C(\NC)C(C)=O
Energy relative to the best compared isomer or geometry (same formula, charge and spin): 27.2 kcal per mole
Highest occupied orbital energy: -0.344 Ha
Maximum force: 0.6 eV Å⁻¹
Orbital gap: 0.3711 Eh

---

Entry 2:
Entry from the Open Molecules 2025 dataset: C5H6O2 in the gas phase (the ωB97M-V functional and the def2-TZVPD basis).

Atoms and positions in Å:
O 0.5967 -0.5426 -2.7121
C -0.6062 -0.0379 -2.1745
C -0.7252 -0.1791 -0.7471
C -0.6948 -0.0945 0.4430
C -0.3651 0.1096 1.8229
C 1.1204 0.3886 1.9127
O 1.8122 -0.3029 2.6138
H 0.8782 -1.2910 -2.1724
H -1.4912 -0.4761 -2.6333
H -0.6260 1.0450 -2.3125
H -0.5356 -0.8036 2.3886
H -0.9287 0.9527 2.2277
H 1.5652 1.2317 1.3431

## Properties
LUMO energy: 0.74 eV
E: -9374.4890 eV
Structure (SMILES): O=CCC#CCO
Energy relative to the best compared isomer or geometry (same formula, charge and spin): 60.1 kcal per mole
Highest occupied orbital energy: -0.363 Ha
Maximum force: 0.9 eV Å⁻¹
Orbital gap: 0.3905 Eh

---

Entry 3:
Entry from the Open Molecules 2025 dataset: C5H8S in the gas phase (the ωB97M-V functional and the def2-TZVPD basis).

Atoms and positions in Å:
C -1.2766 -0.6002 0.4308
C -0.0525 0.1573 -0.1459
C -0.0577 1.4378 -0.1342
C 1.1068 -0.6935 -0.4774
C 2.3702 -0.3333 -0.3141
H -3.4974 0.1930 0.4545
H -1.0381 -1.6905 0.5024
H -1.4191 -0.2722 1.4620
H -0.8739 2.0287 0.2547
H 0.8229 2.0039 -0.4608
H 0.8118 -1.7714 -0.3794
H 3.2332 -0.9884 -0.3232
H 2.6421 0.7190 -0.3184
S -2.7717 -0.1899 -0.5510

## Properties
LUMO energy: 0.66 eV
E: -16147.9862 eV
Structure (SMILES): C=CC(=C)CS
Energy relative to the best compared isomer or geometry (same formula, charge and spin): 38.1 kcal per mole
Highest occupied orbital energy: -0.322 Ha
Maximum force: 3.6 eV Å⁻¹
Orbital gap: 0.3458 Eh

---

Entry 4:
Entry from the Open Molecules 2025 dataset: C5H8O2 in the gas phase (the ωB97M-V functional and the def2-TZVPD basis).

Atoms and positions in Å:
C 0.6094 -1.4712 -0.9692
C 0.1575 -0.3288 -0.1161
C 0.9607 0.8307 0.4423
C 0.2914 -0.1619 1.3583
O -1.2165 -0.1198 -0.4631
C -1.6920 1.1104 -0.4175
O -1.0508 2.0798 -0.7422
H 0.7034 -1.1436 -2.0098
H -0.1342 -2.2809 -0.9350
H 1.5674 -1.8409 -0.6147
H 2.0511 0.8710 0.3108
H 0.4027 1.7906 0.3832
H 0.7674 -0.8728 2.0286
H -0.6701 0.2423 1.6956
H -2.7585 1.1124 -0.1512

## Properties
LUMO energy: 1.00 eV
E: -9408.0483 eV
Structure (SMILES): CC1(OC=O)CC1
Energy relative to the best compared isomer or geometry (same formula, charge and spin): 41.1 kcal per mole
Highest occupied orbital energy: -0.368 Ha
Maximum force: 1.6 eV Å⁻¹
Orbital gap: 0.4042 Eh

---

Entry 5:
Entry from the Open Molecules 2025 dataset: C5H10N2O in the gas phase (the ωB97M-V functional and the def2-TZVPD basis).

Atoms and positions in Å:
C -0.2734 -1.4072 0.2551
C 0.4035 2.0782 -1.3675
C 0.5957 -1.6029 1.5045
C 0.2312 -0.2538 -0.5564
C -0.2847 1.0075 -0.5652
O 1.3621 -0.4668 -1.2715
N -1.3300 1.4823 0.1697
N -2.1614 0.7030 0.7218
H 1.6977 -1.3571 -1.0992
H -2.8335 1.2746 1.2562
H -1.3025 -1.2137 0.5523
H -0.2456 -2.3150 -0.3584
H 1.4740 2.0937 -1.1348
H 0.2936 1.8727 -2.4380
H -0.0396 3.0473 -1.1308
H 1.6400 -1.7847 1.2508
H 0.2287 -2.4474 2.0854
H 0.5441 -0.7107 2.1262

## Properties
LUMO energy: 0.35 eV
E: -10372.8927 eV
Structure (SMILES): [H]/N=N/C(C)=C(/O)CC
Energy relative to the best compared isomer or geometry (same formula, charge and spin): 55.6 kcal per mole
Highest occupied orbital energy: -0.306 Ha
Maximum force: 2.9 eV Å⁻¹
Orbital gap: 0.3186 Eh

---

Entry 6:
Entry from the Open Molecules 2025 dataset: a gas-phase ion, C4H7N2 (charge +1) (the ωB97M-V functional and the def2-TZVPD basis).

Atoms and positions in Å:
C -1.2349 0.6706 1.3070
C -0.2824 0.0646 0.3365
C 0.5369 -1.0151 0.3953
N 1.2250 -1.0478 -0.8108
C 0.8524 -0.0202 -1.5554
N 0.1561 0.7891 -0.7715
H -0.7255 0.9977 2.2124
H -1.8389 1.4442 0.8415
H -1.9375 -0.0927 1.6481
H 0.6258 -1.7037 1.2159
H 1.8215 -1.8071 -1.1025
H 0.9551 0.0228 -2.6251
H -0.1535 1.6977 -1.0913

## Properties
LUMO energy: -3.60 eV
E: -7235.2050 eV
Structure (SMILES): Cc1c[nH]c[nH+]1
Energy relative to the best compared isomer or geometry (same formula, charge and spin): 12.3 kcal per mole
Highest occupied orbital energy: -0.526 Ha
Maximum force: 2.3 eV Å⁻¹
Charge: +1
Orbital gap: 0.3936 Eh

---

> Look up the E of the sixth one.

-7235.2050 eV